Record 1
165
Properties=species:S:1:pos:R:3 method="wB97M-V/def2-TZVPD" relative_energy_kj_mol=562.47 largest_force_ev_per_a=3.8 lumo_ev="-2.39 / -2.74" homo_energy_ev="-10.42 / -10.42" e_tot_ev=-107354.51215 spin_multiplicity=6 s2=8.754 homo_lumo_gap_ha="0.2950 / 0.2821" total_charge=+1
Mn -1.485 -1.169 -2.944
C 0.237 1.503 0.087
C 0.516 0.123 -0.477
C 1.167 -0.746 0.576
O -0.565 -0.539 -1.104
H -0.184 1.588 1.089
H -0.478 2.104 -0.474
H 1.204 2.004 0.041
H 1.265 0.171 -1.268
H 2.032 -0.209 0.964
H 1.322 -1.803 0.358
H 0.472 -0.862 1.408
C 0.295 -4.102 -4.336
C 0.137 -4.082 -2.726
C 1.296 -3.528 -1.909
O 2.299 -4.503 -1.922
C 3.485 -3.834 -1.351
N -1.133 -3.341 -2.453
H 0.886 -4.950 -4.681
H 0.803 -3.223 -4.732
H -0.646 -4.107 -4.885
H 0.039 -5.103 -2.359
H 0.896 -3.368 -0.908
H 1.620 -2.536 -2.226
H 3.952 -3.060 -1.959
H 4.282 -4.577 -1.341
H 3.404 -3.690 -0.274
H -1.990 -3.801 -2.725
H -1.194 -3.332 -1.445
C 2.994 5.854 -6.184
C 1.477 5.782 -5.898
C 1.046 4.643 -5.007
O 2.072 4.635 -3.937
C 1.976 3.492 -3.059
N 0.899 7.039 -5.395
H 3.193 6.585 -6.968
H 3.414 4.902 -6.507
H 3.655 6.194 -5.387
H 0.943 5.697 -6.844
H 1.000 3.641 -5.434
H 0.011 4.823 -4.717
H 2.504 2.569 -3.299
H 0.917 3.259 -2.948
H 2.271 3.816 -2.061
H 1.244 6.868 -4.461
H 1.493 7.783 -5.733
C 1.149 -7.181 0.617
C 0.369 -6.410 1.707
C 0.381 -4.941 1.497
O -0.312 -4.203 2.501
C 0.350 -4.051 3.766
N -1.055 -6.728 1.563
H 1.402 -8.228 0.783
H 2.154 -6.765 0.548
H 0.796 -6.952 -0.388
H 0.852 -6.695 2.641
H -0.220 -4.493 0.706
H 1.366 -4.543 1.250
H 0.785 -4.980 4.135
H -0.436 -3.873 4.500
H 1.040 -3.221 3.611
H -1.595 -6.009 2.023
H -1.389 -6.603 0.618
C -0.469 0.392 -6.392
C 0.534 -0.539 -5.606
C 2.082 -0.242 -5.816
O 2.443 1.042 -5.454
C 3.892 1.279 -5.569
N 0.324 -0.388 -4.199
H -0.641 0.057 -7.415
H -0.054 1.384 -6.572
H -1.491 0.548 -6.048
H 0.484 -1.531 -6.056
H 2.429 -0.440 -6.830
H 2.715 -0.890 -5.211
H 4.127 0.905 -6.566
H 4.461 0.713 -4.832
H 4.208 2.314 -5.446
H 1.218 -0.748 -3.895
H 0.475 0.528 -3.799
C -5.452 -0.031 -1.445
C -4.218 -0.270 -2.355
C -3.406 1.034 -2.595
O -2.302 0.822 -3.470
C -1.720 2.176 -3.753
N -3.416 -1.441 -1.950
H -5.919 -1.015 -1.472
H -5.895 0.765 -2.043
H -5.368 0.309 -0.412
H -4.742 -0.523 -3.276
H -3.049 1.498 -1.675
H -4.032 1.741 -3.139
H -2.485 2.898 -4.039
H -0.992 2.191 -4.564
H -1.260 2.550 -2.838
H -3.939 -2.252 -2.249
H -3.510 -1.628 -0.962
C 4.011 2.646 1.588
C 3.882 1.496 2.653
C 4.770 0.294 2.069
O 4.839 -0.849 2.886
C 3.687 -1.695 2.784
N 4.393 2.089 3.841
H 3.353 3.461 1.891
H 3.812 2.327 0.565
H 4.995 3.105 1.495
H 2.878 1.101 2.805
H 5.802 0.644 2.029
H 4.569 0.014 1.035
H 3.969 -2.475 3.492
H 3.541 -2.200 1.830
H 2.816 -1.183 3.192
H 4.213 1.497 4.639
H 5.358 2.380 3.897
C -3.932 -1.042 1.779
C -3.353 -2.462 1.924
C -4.410 -3.615 1.836
O -3.715 -4.879 1.915
C -3.454 -5.107 3.304
N -2.441 -2.625 0.868
H -3.271 -0.175 1.777
H -4.512 -0.781 2.664
H -4.741 -0.984 1.051
H -2.789 -2.605 2.847
H -4.833 -3.613 0.831
H -5.277 -3.433 2.470
H -2.856 -4.352 3.815
H -2.851 -6.013 3.242
H -4.381 -5.338 3.829
H -1.729 -1.926 0.711
H -1.913 -3.479 0.978
C -1.320 -1.304 8.893
C -1.986 -1.413 7.562
C -1.087 -1.068 6.403
O -1.844 -0.796 5.297
C -0.964 -0.667 4.183
N -2.593 -2.775 7.446
H -0.786 -2.226 9.124
H -2.042 -1.155 9.697
H -0.629 -0.462 8.929
H -2.785 -0.680 7.674
H -0.326 -1.831 6.243
H -0.518 -0.161 6.608
H -0.257 0.161 4.231
H -1.503 -0.614 3.237
H -0.438 -1.597 3.966
H -3.010 -3.017 6.559
H -3.271 -2.928 8.179
C -0.616 8.460 4.131
C -0.369 7.455 3.041
C -1.637 6.979 2.219
O -1.342 6.456 0.935
C -0.605 5.239 0.938
N 0.608 8.068 2.186
H -0.519 7.991 5.110
H -1.689 8.584 3.981
H -0.087 9.411 4.065
H 0.000 6.539 3.502
H -2.236 7.859 1.986
H -2.327 6.355 2.787
H 0.269 5.412 1.566
H -0.159 4.909 0.000
H -1.202 4.432 1.363
H 0.243 8.825 1.625
H 0.884 7.393 1.487

=====

Record 2
81
Properties=species:S:1:pos:R:3 method="wB97M-V/def2-TZVPD" relative_energy_kj_mol=47.69 largest_force_ev_per_a=2.0 lumo_ev="-2.88 / -1.95" homo_energy_ev="-8.67 / -8.68" e_tot_ev=-127346.18257 spin_multiplicity=2 s2=1.067 homo_lumo_gap_ha="0.2128 / 0.2473"
Re -0.137 -0.052 -0.415
F 4.628 0.707 1.445
C 4.549 1.865 0.761
F 5.280 2.768 1.437
F 5.145 1.674 -0.426
C 3.127 2.331 0.615
C 2.773 3.629 0.931
C 1.444 4.025 0.819
C 0.500 3.091 0.448
N 0.836 1.833 0.157
C 2.132 1.448 0.169
S 2.323 -0.162 -0.412
H 3.526 4.327 1.272
H 1.153 5.040 1.045
H -0.552 3.330 0.370
S -0.514 -2.238 -1.297
C -2.092 -2.635 -0.738
C -2.469 -4.007 -0.815
N -2.736 -5.126 -0.835
C -2.957 -1.680 -0.251
S -2.567 0.000 -0.234
C -4.227 -2.055 0.274
N -5.214 -2.366 0.775
O -1.592 2.551 -1.609
C -0.961 1.975 -2.480
N -0.242 0.814 -2.268
C 0.371 0.394 -3.449
O 1.047 -0.601 -3.551
C -0.008 1.380 -4.509
C 0.303 1.435 -5.850
C -0.222 2.493 -6.588
C -1.030 3.455 -5.995
C -1.342 3.391 -4.638
C -0.819 2.341 -3.915
H 0.929 0.681 -6.308
H -0.001 2.565 -7.645
H -1.422 4.265 -6.596
H -1.974 4.131 -4.166
F 3.630 3.275 5.707
C 3.449 1.985 6.038
F 2.874 1.963 7.259
F 4.665 1.424 6.167
C 2.612 1.256 5.025
C 2.600 -0.133 5.031
C 1.858 -0.817 4.085
C 1.129 -0.121 3.120
C 1.088 1.267 3.179
C 1.833 1.958 4.121
P 0.115 -1.002 1.865
C -1.332 -1.325 2.951
C -2.324 -0.352 3.032
C -3.407 -0.514 3.880
C -3.492 -1.648 4.668
C -2.485 -2.602 4.637
C -1.405 -2.438 3.789
C -4.660 -1.866 5.589
F -4.259 -1.875 6.881
F -5.254 -3.049 5.358
F -5.591 -0.909 5.467
C 0.938 -2.629 1.716
C 2.327 -2.728 1.666
C 2.933 -3.959 1.469
C 2.153 -5.093 1.309
C 0.769 -5.008 1.331
C 0.169 -3.778 1.534
C 2.805 -6.438 1.146
F 2.782 -7.129 2.307
F 2.173 -7.190 0.229
F 4.092 -6.336 0.773
H 3.171 -0.677 5.772
H 1.857 -1.898 4.099
H 0.459 1.818 2.496
H 1.817 3.039 4.151
H -2.258 0.539 2.424
H -4.188 0.232 3.920
H -2.546 -3.475 5.274
H -0.626 -3.187 3.779
H 2.943 -1.847 1.767
H 4.011 -4.033 1.430
H 0.158 -5.888 1.177
H -0.910 -3.720 1.553

=====

Record 3
69
Properties=species:S:1:pos:R:3 method="wB97M-V/def2-TZVPD" relative_energy_kj_mol=0.00 largest_force_ev_per_a=0.4 lumo_ev=1.67 homo_energy_ev=-3.24 e_tot_ev=-55175.86994 homo_lumo_gap_ha=0.1802 total_charge=-1
Os -0.247 0.313 0.236
C 2.129 6.468 0.378
C 3.381 5.811 0.488
C 3.474 4.444 0.514
C 2.287 3.688 0.434
C 2.019 2.303 0.427
N 2.961 1.327 0.581
C 2.812 0.066 0.552
C 3.782 -0.953 0.972
C 5.128 -0.829 1.269
C 5.814 -1.958 1.703
C 5.160 -3.177 1.859
C 3.802 -3.297 1.585
C 3.123 -2.181 1.129
C 1.702 -2.008 0.805
N 0.748 -2.817 1.035
C -0.595 -2.602 0.936
N -1.226 -1.403 0.670
C -2.569 -1.571 0.740
N -3.520 -0.615 0.510
C -3.245 0.626 0.324
N -2.007 1.261 0.335
C -2.180 2.630 0.140
N -1.297 3.560 0.119
C 0.047 3.333 0.261
N 0.656 2.126 0.323
C 1.033 4.348 0.330
C 0.963 5.751 0.301
C -3.623 2.878 -0.025
C -4.329 4.049 -0.236
C -5.712 3.960 -0.342
C -6.363 2.732 -0.234
C -5.649 1.560 -0.016
C -4.273 1.653 0.083
C -2.843 -2.925 1.058
C -4.039 -3.639 1.241
C -3.967 -4.973 1.548
C -2.713 -5.622 1.682
C -1.534 -4.947 1.505
C -1.585 -3.575 1.185
N 1.603 -0.675 0.259
H 2.102 7.551 0.356
H 4.283 6.409 0.552
H 4.432 3.946 0.598
H 5.620 0.129 1.163
H 6.871 -1.889 1.929
H 5.717 -4.039 2.205
H 3.275 -4.233 1.720
H 0.001 6.243 0.217
H -3.808 4.994 -0.315
H -6.296 4.856 -0.510
H -7.442 2.696 -0.320
H -6.140 0.599 0.074
H -4.991 -3.132 1.138
H -4.875 -5.546 1.693
H -2.694 -6.677 1.931
H -0.578 -5.446 1.607
C 0.868 -0.465 -0.958
C 1.108 -1.149 -2.208
C 2.283 -1.865 -2.444
C 2.461 -2.524 -3.649
C 1.475 -2.475 -4.626
C 0.305 -1.761 -4.396
C 0.122 -1.098 -3.196
H 3.052 -1.904 -1.682
H 3.372 -3.081 -3.827
H 1.617 -2.995 -5.565
H -0.466 -1.724 -5.155
H -0.785 -0.543 -2.993

=====

Record 4
74
Properties=species:S:1:pos:R:3 method="wB97M-V/def2-TZVPD" largest_force_ev_per_a=3.0 lumo_ev="-5.30 / -5.31" homo_energy_ev="-9.19 / -9.16" e_tot_ev=-68640.67045 homo_lumo_gap_ha="0.1431 / 0.1417" total_charge=+1
Rh 0.288 -1.023 -0.166
C -2.753 -2.039 5.539
C -1.494 -2.422 5.981
C -0.398 -2.429 5.126
C -0.608 -2.058 3.811
C 0.280 -1.957 2.667
N -0.451 -1.596 1.569
C -1.769 -1.482 1.927
N -2.765 -1.355 1.099
C -2.651 -1.224 -0.213
C -3.717 -1.419 -1.156
C -5.001 -1.921 -1.009
C -5.763 -2.094 -2.154
C -5.260 -1.762 -3.409
C -3.983 -1.241 -3.566
C -3.201 -1.078 -2.429
C -1.830 -0.688 -2.210
N -1.000 -0.206 -3.118
C 0.282 -0.033 -2.965
N 1.028 -0.473 -1.898
C 2.356 -0.327 -2.190
N 3.353 -0.734 -1.448
C 3.244 -1.327 -0.268
N 2.092 -1.459 0.461
C 2.393 -2.032 1.670
N 1.564 -2.193 2.688
C 3.793 -2.354 1.699
C 4.583 -3.022 2.621
C 5.918 -3.219 2.302
C 6.456 -2.740 1.109
C 5.680 -2.061 0.183
C 4.336 -1.889 0.477
C 2.488 0.288 -3.499
C 3.590 0.625 -4.264
C 3.356 1.179 -5.518
C 2.067 1.422 -5.973
C 0.956 1.100 -5.199
C 1.178 0.506 -3.971
N -1.524 -0.847 -0.882
C -1.893 -1.708 3.353
C -2.974 -1.680 4.214
H -3.579 -2.049 6.235
H -1.360 -2.720 7.011
H 0.578 -2.741 5.463
H -5.374 -2.186 -0.033
H -6.758 -2.505 -2.072
H -5.877 -1.920 -4.280
H -3.605 -0.983 -4.542
H 4.157 -3.393 3.539
H 6.551 -3.756 2.990
H 7.496 -2.918 0.893
H 6.099 -1.682 -0.735
H 4.593 0.452 -3.907
H 4.194 1.422 -6.152
H 1.923 1.856 -6.951
H -0.044 1.306 -5.539
H -3.951 -1.382 3.871
C 2.330 1.855 0.827
S 0.580 1.305 0.810
O -0.175 2.277 0.043
C 0.081 1.482 2.547
C 0.906 1.047 3.571
C 0.452 1.128 4.877
C -0.825 1.591 5.144
C -1.653 1.997 4.109
C -1.201 1.944 2.800
H 2.404 2.862 1.219
H 2.676 1.838 -0.203
H 2.905 1.150 1.416
H 1.897 0.668 3.373
H 1.097 0.835 5.687
H -1.166 1.652 6.165
H -2.644 2.363 4.327
H -1.822 2.263 1.977

=====

Record 5
77
Properties=species:S:1:pos:R:3 method="wB97M-V/def2-TZVPD" relative_energy_kj_mol=129.49 largest_force_ev_per_a=4.3 lumo_ev=3.98 homo_energy_ev=-2.59 e_tot_ev=-150268.31736 homo_lumo_gap_ha=0.2413 total_charge=-2
Ba 0.715 -1.514 -1.298
O -3.124 -3.379 -0.660
C -1.865 -2.812 -0.631
O -1.189 -2.828 -1.709
C -1.158 -3.145 0.675
C -1.699 -3.907 1.698
C -0.924 -4.106 2.831
C 0.316 -3.499 2.946
C 0.753 -2.705 1.897
N 0.056 -2.605 0.773
C 2.026 -1.871 1.893
O 2.805 -1.940 2.985
O 2.391 -1.287 0.902
H -3.397 -3.298 -1.584
H -2.691 -4.321 1.595
H -1.299 -4.719 3.642
H 0.900 -3.618 3.848
H 2.222 -1.940 3.760
S 0.342 -0.175 3.517
C 1.404 1.208 3.651
C 2.029 1.505 4.875
C 2.830 2.619 5.039
C 3.045 3.485 3.974
C 2.457 3.202 2.749
C 1.648 2.084 2.570
As 0.893 1.624 0.812
C -0.870 2.469 0.987
C -1.619 2.675 -0.171
C -2.903 3.195 -0.099
C -3.457 3.511 1.135
C -2.718 3.303 2.291
C -1.431 2.782 2.219
C 1.770 3.060 -0.222
C 2.957 2.717 -0.864
C 3.677 3.655 -1.593
C 3.208 4.956 -1.697
C 2.020 5.309 -1.069
C 1.309 4.369 -0.335
H 1.855 0.830 5.705
H 3.292 2.814 6.002
H 3.665 4.366 4.089
H 2.644 3.871 1.918
H -1.213 2.393 -1.137
H -3.477 3.328 -1.008
H -4.466 3.902 1.195
H -3.147 3.531 3.259
H -0.875 2.598 3.129
H 3.326 1.698 -0.793
H 4.598 3.366 -2.085
H 3.760 5.691 -2.271
H 1.644 6.322 -1.150
H 0.384 4.655 0.151
S -2.170 -0.722 -0.110
C -3.119 -0.305 -1.536
C -4.498 -0.491 -1.424
C -5.382 -0.216 -2.459
C -6.788 -0.431 -2.286
N -7.918 -0.601 -2.137
C -4.852 0.273 -3.665
C -3.493 0.468 -3.790
C -2.569 0.197 -2.753
S -0.899 0.527 -3.074
C -5.711 0.578 -4.780
N -6.386 0.825 -5.678
H -4.884 -0.860 -0.484
H -3.098 0.845 -4.724
F 4.903 -6.871 -3.098
C 4.120 -5.765 -2.865
C 3.321 -5.733 -1.745
C 2.540 -4.593 -1.534
C 2.508 -3.470 -2.381
C 3.356 -3.603 -3.497
C 4.157 -4.717 -3.759
H 3.316 -6.576 -1.063
H 1.919 -4.608 -0.635
H 3.411 -2.795 -4.226
H 4.798 -4.779 -4.631